Entry 1:
{
  "formula": "C3H5N2S",
  "method": "ωB97M-V with the def2-TZVPD basis set",
  "fmax_ev_per_a": 4.26,
  "lumo_energy_ha": 0.1530,
  "homo_lumo_gap_ev": 6.6508,
  "de_lowest_kcal_mol": 20.2,
  "total_charge": -1,
  "smiles": "C/N=C\\C=N\\[S-]",
  "symbols": ["C", "N", "C", "C", "N", "S", "H", "H", "H", "H", "H"],
  "coordinates": [[0.9726, 0.9581, -0.6926], [-0.5317, 1.0049, -0.5865], [-1.2525, 0.3822, 0.3167], [-0.6948, -0.7940, 0.8841], [0.0066, -1.1565, -0.1391], [0.8279, -2.5520, 0.0603], [1.3442, 0.2703, 0.0823], [1.0285, 0.5172, -1.6433], [1.3644, 2.0082, -0.5350], [-2.2777, 0.7006, 0.4847], [-0.7875, -1.3391, 1.7686]]
}


Entry 2:
{
  "formula": "C3H5N2S",
  "method": "ωB97M-V with the def2-TZVPD basis set",
  "fmax_ev_per_a": 6.49,
  "lumo_energy_ha": -0.1588,
  "homo_lumo_gap_ev": 9.2475,
  "de_lowest_kcal_mol": 36.0,
  "total_charge": 1,
  "smiles": "Sc1c[nH]c[nH+]1",
  "symbols": ["S", "C", "C", "N", "C", "N", "H", "H", "H", "H", "H"],
  "coordinates": [[2.6005, -0.5532, -0.3601], [0.7757, -0.3333, -0.1724], [0.2048, 1.0863, -0.3408], [-1.2201, 0.9139, -0.0900], [-1.4761, -0.4778, 0.1531], [-0.2805, -1.2893, 0.1195], [3.1105, 0.1787, 0.7317], [0.8314, 1.9977, -0.6033], [-1.8933, 1.6940, -0.0984], [-2.5101, -0.9189, 0.3928], [-0.1429, -2.2982, 0.2679]]
}


Entry 3:
{
  "formula": "C3H5N3",
  "method": "ωB97M-V with the def2-TZVPD basis set",
  "fmax_ev_per_a": 3.79,
  "lumo_energy_ha": 0.0197,
  "homo_lumo_gap_ev": 9.6431,
  "de_lowest_kcal_mol": 92.8,
  "total_charge": 0,
  "symbols": ["C", "N", "C", "N", "C", "N", "H", "H", "H", "H", "H"],
  "coordinates": [[1.4268, 0.0155, -0.6355], [0.1878, -0.7284, -0.5522], [-1.7099, 0.3221, 0.2216], [-1.8586, 1.4282, 0.5837], [-0.4043, -1.0801, 0.6821], [-0.3873, -1.7293, 1.6690], [-0.4047, -0.8294, -1.3674], [-2.1452, 1.9749, 1.3786], [2.0805, -0.4600, -1.3581], [1.9529, 0.0343, 0.3224], [1.2620, 1.0521, -0.9442]]
}


Entry 4:
{
  "formula": "C3H5N3",
  "method": "ωB97M-V with the def2-TZVPD basis set",
  "fmax_ev_per_a": 0.58,
  "lumo_energy_ha": [0.0279, 0.0258],
  "homo_lumo_gap_ev": [7.2067, 7.6560],
  "de_lowest_kcal_mol": 143.1,
  "total_charge": 0,
  "symbols": ["N", "C", "C", "N", "N", "C", "H", "H", "H", "H", "H"],
  "coordinates": [[0.6377, -1.7442, -0.3327], [-0.1017, -0.6400, -0.1439], [0.2798, 0.8529, -0.4468], [-0.7615, 1.6805, -0.2031], [-1.4386, 0.9634, 0.7411], [-0.2756, 0.1073, 0.9976], [0.9086, -2.3279, 0.4480], [0.6505, -2.1916, -1.2370], [1.2244, 1.1045, -0.9172], [-1.2746, 2.1978, -0.9083], [0.1509, -0.0028, 2.0023]]
}